# C20H20N2O5

The molecule C20H20N2O5 (wB97M-V/def2-TZVPD, the OMol25 dataset).

Structure (XYZ):
```
47
C20H20N2O5 wB97M-V/def2-TZVPD
C 5.0241 3.5725 -0.3787
C 4.3736 2.4046 0.3187
O 3.6971 2.5537 1.3119
C 4.6004 1.0537 -0.2621
C 5.3986 0.8153 -1.3763
C 5.5585 -0.4815 -1.8359
C 4.9321 -1.5373 -1.2050
C 4.1242 -1.3093 -0.0886
O 3.5648 -2.4194 0.4712
C 2.6181 -2.2719 1.5101
C 1.3138 -1.7275 1.0168
C 0.6748 -0.5310 1.1692
C -0.5194 -0.6819 0.4128
C -1.5631 0.3789 0.3556
O -1.5610 1.2358 1.2259
N -2.4501 0.3887 -0.6590
C -2.5893 -0.5882 -1.7093
C -3.4479 1.4527 -0.6727
C -4.7530 0.9799 -0.1262
C -5.2430 0.9630 1.1439
C -6.5170 0.3466 1.0692
C -6.7146 0.0252 -0.2401
C -7.8490 -0.6365 -0.9373
O -5.6434 0.4044 -0.9732
N -0.5571 -1.8767 -0.1269
O 0.5632 -2.5274 0.2391
C 3.9657 -0.0139 0.3745
H 6.1054 3.4540 -0.3733
H 4.6840 3.6300 -1.4101
H 4.7608 4.4906 0.1403
H 5.8966 1.6235 -1.8865
H 6.1786 -0.6718 -2.6991
H 5.0509 -2.5503 -1.5550
H 3.0014 -1.6424 2.3208
H 2.4641 -3.2898 1.8807
H 0.9634 0.3378 1.7211
H -3.6144 -0.9633 -1.7224
H -1.9103 -1.4189 -1.5458
H -2.3802 -0.1208 -2.6762
H -3.5754 1.7921 -1.7043
H -3.0684 2.2644 -0.0485
H -4.7534 1.3430 2.0164
H -7.1929 0.1692 1.8804
H -8.2238 -0.0027 -1.7399
H -8.6497 -0.8284 -0.2299
H -7.5292 -1.5810 -1.3770
H 3.3590 0.2200 1.2341
```

Results
SMILES = CC(=O)c1cccc(OCc2cc(C(=O)N(C)Cc3ccc(C)o3)no2)c1
orbital gap = 8.5 eV
energy = -34280.4188 eV
LUMO energy = 0.21 eV
largest force on an atom = 1.05 eV Å⁻¹
energy above the lowest of the compared OMol25 structures with the same formula, charge and spin = 340.0 kJ/mol